(1)
ORCA calculation (wB97M-V/def2-TZVPD) on a molecular structure, C20H50F6N5O9S2Ti at a distorted geometry.

* electronic energy: -108512.4245 eV
* F_max: 7.7 eV/A
* Kohn-Sham gap (alpha / beta): 4.35 / 9.28 eV
* spin multiplicity: 4
* ΔE to the lowest compared entry with this formula, charge and spin: 0.0 kcal/mol

Element x y z (Å)
Ti (7.228, 15.950, 18.182)
S (7.290, 12.351, 18.408)
S (5.259, 13.414, 17.342)
F (2.749, 13.620, 18.222)
F (8.923, 13.712, 20.264)
F (9.857, 13.262, 18.231)
F (9.570, 11.706, 19.692)
F (4.174, 13.003, 19.698)
F (4.169, 15.050, 19.140)
O (4.843, 19.638, 10.804)
O (5.027, 14.363, 16.273)
O (8.526, 18.614, 13.459)
O (5.709, 17.786, 18.304)
O (9.425, 15.873, 17.696)
O (6.671, 14.634, 23.720)
O (6.541, 11.525, 19.405)
O (7.692, 11.618, 17.185)
O (4.960, 12.077, 16.831)
N (7.402, 16.209, 15.797)
N (7.316, 16.821, 20.617)
N (3.320, 17.830, 12.592)
N (6.709, 13.734, 18.193)
N (8.650, 21.079, 16.312)
C (9.381, 18.501, 12.299)
C (8.435, 15.287, 15.655)
C (3.992, 13.818, 18.710)
C (9.016, 19.718, 14.286)
C (4.508, 17.999, 17.593)
C (9.041, 12.807, 19.224)
C (5.411, 15.189, 23.520)
C (6.922, 18.154, 20.379)
C (9.785, 15.790, 16.346)
C (10.538, 16.250, 18.573)
C (6.841, 19.865, 15.658)
C (4.537, 14.261, 22.636)
C (5.176, 16.407, 13.071)
C (8.713, 14.985, 14.181)
C (5.570, 18.130, 19.674)
C (4.751, 17.895, 12.673)
C (5.326, 19.919, 9.451)
C (8.022, 18.834, 19.599)
C (8.352, 19.811, 15.687)
C (5.213, 18.301, 11.209)
H (4.560, 13.249, 23.042)
H (6.455, 20.073, 16.656)
H (4.690, 15.620, 12.495)
H (10.657, 15.136, 16.376)
H (3.643, 17.501, 18.031)
H (9.342, 19.426, 11.725)
H (8.216, 18.308, 18.664)
H (6.405, 19.819, 9.333)
H (10.060, 19.540, 14.544)
H (7.859, 19.897, 19.422)
H (8.820, 15.843, 13.517)
H (8.658, 18.941, 16.269)
H (9.007, 20.659, 13.737)
H (2.964, 18.606, 12.053)
H (8.240, 16.824, 21.024)
H (4.241, 19.054, 17.543)
H (4.873, 17.389, 20.066)
H (8.948, 18.801, 20.174)
H (6.336, 18.939, 15.383)
H (3.097, 17.034, 12.011)
H (8.141, 14.337, 16.100)
H (7.704, 17.081, 15.386)
H (4.598, 17.658, 16.561)
H (4.951, 16.152, 14.106)
H (5.077, 19.092, 19.812)
H (11.489, 15.740, 18.418)
H (10.153, 15.886, 19.526)
H (10.075, 16.725, 15.868)
H (7.902, 14.364, 13.801)
H (3.500, 14.594, 22.596)
H (4.933, 14.154, 21.626)
H (8.380, 21.865, 15.738)
H (6.237, 16.231, 12.892)
H (4.959, 15.090, 24.507)
H (10.677, 17.330, 18.536)
H (10.403, 18.266, 12.597)
H (8.110, 21.281, 17.142)
H (5.376, 16.242, 23.240)
H (5.187, 18.632, 13.347)
H (9.655, 14.466, 14.002)
H (4.823, 19.306, 8.704)
H (4.860, 17.591, 10.460)
H (6.663, 16.463, 21.299)
H (5.056, 20.934, 9.158)
H (6.435, 20.634, 15.000)
H (6.290, 18.262, 11.052)
H (6.804, 18.734, 21.295)
H (6.538, 13.907, 24.333)
H (9.077, 17.745, 11.575)
H (6.679, 15.850, 15.191)

Per-atom Mulliken charges, elementary charge units:
1. Ti 0.206
2. S 0.864
3. S 0.696
4. F -0.236
5. F -0.222
6. F -0.273
7. F -0.209
8. F -0.205
9. F -0.135
10. O -0.376
11. O -0.582
12. O 0.113
13. O 0.788
14. O 0.987
15. O -0.509
16. O -0.648
17. O -0.655
18. O -0.679
19. N 1.751
20. N -0.238
21. N -0.728
22. N -0.044
23. N -0.848
24. C -1.131
25. C 1.433
26. C 0.576
27. C -1.603
28. C -0.984
29. C 0.562
30. C -0.443
31. C 0.089
32. C -1.132
33. C -1.072
34. C -0.924
35. C -0.655
36. C -1.048
37. C -1.571
38. C -1.273
39. C 1.090
40. C -0.739
41. C -1.099
42. C 2.229
43. C -0.752
44. H 0.387
45. H 0.469
46. H 0.490
47. H 0.614
48. H 0.331
49. H 0.377
50. H -0.109
51. H 0.275
52. H 0.501
53. H 0.378
54. H 0.033
55. H -0.956
56. H 0.487
57. H 0.310
58. H 0.280
59. H 0.331
60. H 0.403
61. H 0.471
62. H -0.437
63. H 0.323
64. H -0.524
65. H -1.077
66. H 0.101
67. H 0.161
68. H 0.546
69. H 0.382
70. H 0.193
71. H 0.235
72. H 0.450
73. H 0.338
74. H -0.084
75. H 0.317
76. H 0.082
77. H 0.407
78. H 0.165
79. H 0.404
80. H 0.260
81. H 0.255
82. H -0.174
83. H 0.474
84. H 0.310
85. H 0.385
86. H -0.321
87. H 0.283
88. H 0.441
89. H 0.177
90. H 0.520
91. H 0.314
92. H 0.279
93. H -0.627



(2)
ORCA calculation (wB97M-V/def2-TZVPD) on a molecular structure, C20H50N2O14S4 at a distorted geometry.

* electronic energy: -96504.1569 eV
* F_max: 16.2 eV/A
* Kohn-Sham gap: 7.77 eV
* spin multiplicity: 1
* ΔE to the lowest compared entry with this formula, charge and spin: 668.2 kcal/mol

Element x y z (Å)
S (3.894, 3.233, -2.172)
S (-4.609, 0.934, 1.274)
S (-1.648, 0.503, -2.812)
S (3.630, 1.830, 4.406)
O (3.810, 4.073, -3.371)
O (4.958, 1.351, 4.764)
O (2.952, 0.897, 3.174)
O (0.584, -1.146, 0.128)
O (-4.939, 2.348, 1.194)
O (2.574, 2.240, -2.125)
O (1.127, -2.068, -1.284)
O (-1.036, -1.023, -3.145)
O (-2.632, 0.395, -1.686)
O (-4.786, 0.130, 0.129)
O (3.268, 3.252, 4.104)
O (-3.054, 0.779, 1.841)
O (4.098, 3.810, -0.845)
O (-0.504, 1.409, -2.766)
N (-1.864, -3.353, -0.865)
N (-0.531, -1.490, 1.918)
C (-1.181, 0.591, 0.013)
C (5.270, 1.934, -2.491)
C (2.557, -1.993, -3.114)
C (-0.381, -0.538, -0.712)
C (-2.528, 1.737, 2.755)
C (-3.028, -1.468, 1.028)
C (0.479, -3.503, 0.358)
C (-2.599, 0.824, -4.404)
C (2.341, 1.512, -0.919)
C (1.802, 1.359, 2.463)
C (-1.010, -3.460, -3.184)
C (2.599, 1.166, 5.801)
C (1.491, 0.314, 1.404)
C (-1.646, -1.511, 1.510)
C (-1.005, 1.501, 2.873)
C (-1.831, -2.214, -2.905)
C (1.604, -1.161, -2.254)
C (0.883, 1.231, -0.961)
C (-0.830, -3.448, -0.337)
C (-5.478, 0.243, 2.789)
H (-1.815, 1.163, -0.665)
H (0.090, -0.290, -1.663)
H (-2.999, 1.541, 3.718)
H (2.732, 0.096, 5.965)
H (5.041, 0.905, -2.214)
H (6.194, 2.289, -2.034)
H (0.583, 0.626, -0.106)
H (2.308, 0.078, 0.723)
H (-3.532, 1.384, -4.340)
H (0.513, -2.830, 1.215)
H (0.068, -1.443, 0.881)
H (-0.489, 2.051, 3.660)
H (-1.696, -4.297, -3.311)
H (0.468, 0.611, -1.755)
H (2.803, 0.526, -0.954)
H (0.238, 2.106, -0.873)
H (-1.845, 0.180, 0.774)
H (1.231, -0.621, 1.901)
H (-2.810, -0.139, -4.868)
H (2.067, 2.285, 1.952)
H (-2.825, -2.286, -3.346)
H (0.625, 0.693, 0.860)
H (1.240, -3.397, -0.415)
H (0.491, -1.576, -0.759)
H (-2.724, 2.760, 2.434)
H (-3.114, -2.386, 0.447)
H (-5.135, 0.772, 3.678)
H (0.774, -0.722, -2.807)
H (-0.372, -3.721, -2.340)
H (2.438, 2.015, 0.043)
H (0.931, 1.459, 3.110)
H (2.160, -0.423, -1.676)
H (-0.808, 0.440, 3.025)
H (-0.456, 1.244, 0.499)
H (0.529, -4.451, 0.894)
H (3.290, -2.573, -2.554)
H (3.054, 1.717, 6.624)
H (-0.292, -3.380, -4.000)
H (-6.555, 0.368, 2.676)
H (-0.640, 1.775, 1.883)
H (-3.792, -1.463, 1.806)
H (-2.010, -2.242, -1.830)
H (-1.821, 1.400, -4.907)
H (-5.136, -0.783, 2.928)
H (-3.146, -0.597, 0.383)
H (2.240, -2.802, -3.772)
H (5.518, 1.760, -3.538)
H (3.146, -1.282, -3.693)
H (-1.145, -1.292, -0.903)
H (1.580, 1.529, 5.669)

Per-atom Mulliken charges, elementary charge units:
1. S 1.089
2. S 1.363
3. S 1.135
4. S 1.097
5. O -0.622
6. O -0.590
7. O -0.489
8. O 0.182
9. O -0.719
10. O -0.266
11. O -0.868
12. O -0.292
13. O -0.470
14. O -0.527
15. O -0.580
16. O 0.044
17. O -0.587
18. O -0.641
19. N -0.798
20. N -1.135
21. C 0.117
22. C -0.900
23. C -1.947
24. C -1.762
25. C -0.690
26. C 0.557
27. C -1.020
28. C -1.019
29. C -1.575
30. C -0.460
31. C -1.252
32. C -0.897
33. C -0.889
34. C 0.097
35. C -1.492
36. C 0.403
37. C 1.200
38. C 0.061
39. C 0.684
40. C -1.018
41. H 0.817
42. H -1.860
43. H 0.452
44. H 0.310
45. H 0.255
46. H 0.353
47. H -1.117
48. H 0.421
49. H 0.307
50. H 0.277
51. H 3.002
52. H 0.499
53. H 0.363
54. H 1.101
55. H 0.442
56. H 0.614
57. H -0.852
58. H 0.999
59. H 0.311
60. H 0.404
61. H 0.638
62. H -0.377
63. H 0.308
64. H 1.065
65. H 0.384
66. H 0.452
67. H 0.355
68. H 0.902
69. H 0.183
70. H 1.122
71. H 0.095
72. H -1.021
73. H 0.433
74. H -0.400
75. H 0.604
76. H 0.368
77. H 0.411
78. H 0.316
79. H 0.420
80. H 0.621
81. H -0.252
82. H 0.267
83. H 0.389
84. H 0.337
85. H -0.843
86. H 0.394
87. H 0.363
88. H 0.408
89. H 0.195
90. H 0.244